{"formula": "C51H119Cl21O37P8", "method": "ωB97M-V/def2-TZVPD", "species": ["C", "O", "P", "O", "O", "C", "O", "C", "H", "H", "H", "H", "H", "H", "H", "H", "H", "C", "O", "P", "O", "O", "C", "O", "C", "H", "H", "H", "H", "H", "H", "H", "H", "H", "C", "O", "P", "O", "O", "C", "O", "C", "H", "H", "H", "H", "H", "H", "H", "H", "H", "C", "O", "P", "O", "O", "C", "O", "C", "H", "H", "H", "H", "H", "H", "H", "H", "H", "C", "O", "P", "O", "O", "C", "O", "C", "H", "H", "H", "H", "H", "H", "H", "H", "H", "C", "O", "P", "O", "O", "C", "O", "C", "H", "H", "H", "H", "H", "H", "H", "H", "H", "C", "O", "P", "O", "O", "C", "O", "C", "H", "H", "H", "H", "H", "H", "H", "H", "H", "C", "O", "P", "O", "O", "C", "O", "C", "H", "H", "H", "H", "H", "H", "H", "H", "H", "C", "C", "C", "O", "C", "H", "H", "H", "H", "H", "H", "H", "H", "C", "C", "C", "O", "C", "H", "H", "H", "H", "H", "H", "H", "H", "C", "C", "C", "O", "C", "H", "H", "H", "H", "H", "H", "H", "H", "C", "C", "C", "O", "C", "H", "H", "H", "H", "H", "H", "H", "H", "C", "C", "C", "O", "C", "H", "H", "H", "H", "H", "H", "H", "H", "C", "Cl", "Cl", "Cl", "H", "C", "Cl", "Cl", "Cl", "H", "C", "Cl", "Cl", "Cl", "H", "C", "Cl", "Cl", "Cl", "H", "C", "Cl", "Cl", "Cl", "H", "C", "Cl", "Cl", "Cl", "H", "C", "Cl", "Cl", "Cl", "H"], "positions_angstrom": [[-3.9924, 4.8214, 2.9282], [-4.0162, 3.3909, 2.8944], [-4.3887, 2.6807, 1.5247], [-4.1717, 1.2208, 1.6676], [-5.9158, 3.0015, 1.1455], [-6.7791, 2.6382, 2.2265], [-3.7275, 3.5932, 0.3858], [-2.3126, 3.5264, 0.1210], [-4.9599, 5.1482, 3.3495], [-3.8112, 5.3007, 1.9680], [-3.0429, 5.1051, 3.5221], [-7.5779, 1.9963, 1.8696], [-7.1425, 3.5764, 2.6736], [-6.1078, 2.0781, 2.9268], [-1.7784, 4.3539, 0.5458], [-2.2286, 3.5864, -0.9785], [-1.9749, 2.5614, 0.3431], [1.5067, 7.9155, -4.5225], [0.8850, 7.5675, -3.2674], [0.2342, 6.1243, -3.1535], [-0.0248, 5.4423, -4.4431], [-1.0903, 6.2471, -2.3583], [-1.1383, 6.7714, -1.0033], [1.2544, 5.5016, -2.0929], [0.9431, 4.1939, -1.5746], [2.3677, 8.4996, -4.2746], [0.7740, 8.3788, -5.1362], [1.8641, 7.0493, -5.0490], [-2.0436, 6.2728, -0.6138], [-1.2826, 7.8166, -1.0216], [-0.2625, 6.4446, -0.3740], [0.6612, 3.4597, -2.2840], [0.2087, 4.2476, -0.7664], [1.8514, 3.7740, -1.1197], [7.8108, -3.9255, 5.2012], [6.7019, -3.9268, 4.2299], [5.2229, -3.9478, 4.8351], [4.2371, -3.5649, 3.8427], [5.0865, -3.2190, 6.2551], [5.0271, -1.7696, 6.4630], [5.0530, -5.4465, 5.2180], [3.9084, -5.9132, 6.0059], [8.6884, -4.2934, 4.7018], [7.6031, -4.6093, 6.0579], [8.0526, -2.9629, 5.6418], [5.9003, -1.4495, 6.9703], [4.0446, -1.5072, 6.9444], [5.0168, -1.2525, 5.5584], [3.6517, -6.9236, 5.6250], [3.0434, -5.2001, 5.9055], [4.1666, -5.9019, 7.0255], [1.5806, 4.1998, 6.0365], [0.7472, 4.7764, 4.9606], [0.0006, 3.8196, 4.0226], [-0.8162, 4.5307, 3.0049], [0.9982, 2.7616, 3.4017], [1.8208, 3.1400, 2.2148], [-0.8252, 2.9050, 5.0695], [-1.8658, 2.0806, 4.5605], [1.7430, 3.1474, 5.8735], [1.1420, 4.2958, 7.0812], [2.5169, 4.7011, 6.0963], [2.6106, 2.3795, 2.1790], [2.3772, 4.0729, 2.3026], [1.1782, 3.0001, 1.3413], [-2.6425, 2.6233, 4.0436], [-2.2970, 1.4416, 5.3354], [-1.4583, 1.3986, 3.8615], [6.3127, -1.9382, 1.4873], [6.1480, -0.4916, 1.4616], [7.3544, 0.3394, 2.1648], [7.0842, 1.7964, 2.1785], [7.4984, -0.4054, 3.5815], [8.4838, 0.1107, 4.3733], [8.8007, 0.0353, 1.4132], [8.8962, 0.0736, -0.0065], [6.6291, -2.2263, 0.5155], [5.3230, -2.3572, 1.7492], [6.9630, -2.2073, 2.2427], [8.3349, 1.0625, 4.8453], [9.4134, 0.0533, 3.8176], [8.5733, -0.5955, 5.2539], [9.9078, -0.1912, -0.2885], [8.6062, 1.1180, -0.3984], [8.1632, -0.5521, -0.4372], [4.5036, -0.1963, -4.5095], [3.9455, 0.3428, -5.7022], [2.5496, 1.1304, -5.6331], [2.0985, 1.6999, -6.9248], [1.5077, 0.0868, -4.9345], [0.9168, -0.8056, -5.8970], [2.8403, 2.2107, -4.4345], [2.5613, 3.5887, -4.7749], [4.7905, 0.5787, -3.7592], [5.3079, -0.8613, -4.6714], [3.8256, -0.8634, -4.0369], [1.6036, -1.3428, -6.5645], [0.1152, -0.3519, -6.4191], [0.4740, -1.5606, -5.2703], [1.5161, 3.7248, -4.7711], [2.9715, 3.8049, -5.7945], [3.1050, 4.2723, -4.1059], [-10.1403, -3.6551, 0.3389], [-8.8999, -3.1826, -0.1807], [-7.8969, -2.7126, 0.9714], [-8.5737, -1.8962, 1.9784], [-7.3058, -4.0092, 1.5782], [-6.4292, -4.9252, 0.8696], [-6.6756, -2.1780, 0.1188], [-6.6189, -0.8208, -0.2854], [-10.1998, -3.6152, 1.4684], [-10.3414, -4.6919, 0.0579], [-10.8791, -2.9742, -0.0175], [-5.3550, -4.6460, 0.9830], [-6.5820, -4.9630, -0.2054], [-6.6062, -5.9216, 1.2965], [-6.5408, -0.8303, -1.3684], [-5.6993, -0.3420, 0.0084], [-7.4656, -0.3154, 0.0930], [2.8230, -1.8312, 0.9111], [1.6676, -1.4050, 0.1616], [0.6818, -0.2888, 0.5895], [0.8067, 0.0491, 2.0129], [0.8119, 0.9220, -0.4625], [0.8095, 0.4562, -1.8281], [-0.6892, -1.0100, 0.1766], [-1.8795, -0.4192, 0.6229], [2.8551, -1.2124, 1.7600], [3.7740, -1.7896, 0.3356], [2.6723, -2.8740, 1.2058], [1.3376, -0.4933, -1.8534], [1.2929, 1.1549, -2.4934], [-0.1925, 0.2933, -2.3026], [-2.7188, -0.8043, 0.1070], [-1.8476, 0.6774, 0.3833], [-2.0609, -0.4100, 1.7275], [6.6975, -3.1067, -3.2112], [8.0875, -3.7964, -3.0928], [8.2238, -3.9995, -1.6175], [7.7022, -2.8121, -1.0571], [6.8432, -2.1288, -1.9462], [5.9283, -3.8077, -2.9395], [6.4801, -2.6335, -4.1045], [8.8067, -3.1054, -3.4864], [8.1062, -4.6968, -3.7392], [9.2036, -4.0591, -1.2081], [7.6590, -4.8626, -1.2983], [7.1839, -1.1727, -2.2541], [5.8763, -2.0852, -1.4187], [-5.1768, 4.5243, -2.5593], [-5.8575, 4.9414, -3.8395], [-5.4376, 6.3354, -4.0194], [-5.4282, 6.8963, -2.6889], [-5.2179, 5.8153, -1.7332], [-4.1252, 4.3661, -2.7683], [-5.6111, 3.7550, -1.9367], [-6.9513, 4.8913, -3.7099], [-5.6725, 4.3847, -4.7169], [-6.1085, 6.9417, -4.6949], [-4.4041, 6.4233, -4.4091], [-6.0962, 5.8370, -1.0571], [-4.3702, 5.9302, -1.0933], [-4.4076, -1.9090, 3.4594], [-5.7146, -2.3645, 4.1207], [-5.4984, -3.8425, 4.2663], [-4.4583, -4.1382, 3.3389], [-3.4982, -3.1462, 3.5512], [-3.9084, -1.0266, 3.8716], [-4.5001, -1.7297, 2.3810], [-6.5704, -2.0900, 3.5459], [-5.8038, -1.9325, 5.0971], [-6.3732, -4.4310, 4.0276], [-5.1385, -4.0638, 5.3180], [-2.7880, -3.1871, 2.7606], [-3.0653, -3.2341, 4.5397], [-6.3141, -3.8665, -4.3968], [-5.5373, -5.0310, -4.9789], [-4.4200, -5.2447, -3.9722], [-4.9819, -4.9186, -2.6985], [-5.8353, -3.7805, -2.9233], [-7.3769, -4.0324, -4.5027], [-6.1503, -2.9771, -4.9241], [-5.4174, -4.7775, -6.0553], [-6.1396, -5.9295, -5.0215], [-3.5636, -4.5510, -4.2244], [-4.0516, -6.2705, -3.8651], [-5.2489, -2.8994, -2.9019], [-6.6750, -3.6894, -2.2358], [-3.1695, -0.1230, -2.7760], [-4.2260, 0.7751, -3.3796], [-4.7393, 0.0253, -4.6018], [-3.9350, -1.1558, -4.7963], [-2.7589, -0.9687, -3.9817], [-3.5108, -0.7111, -1.9247], [-2.2736, 0.4313, -2.3526], [-3.7116, 1.6927, -3.6643], [-4.9576, 0.9496, -2.6192], [-4.6891, 0.6581, -5.5312], [-5.7913, -0.2918, -4.4949], [-2.0228, -0.3879, -4.5645], [-2.3866, -1.9596, -3.6685], [-1.7604, 3.3426, -6.2129], [-1.0093, 2.0212, -5.3862], [-3.5036, 3.1657, -5.8672], [-1.3660, 3.3397, -7.9099], [-1.4377, 4.2674, -5.7885], [4.9726, 2.7189, -0.0963], [6.3793, 2.8325, -1.2524], [3.8235, 1.5697, -0.6632], [4.2819, 4.3379, 0.0356], [5.3565, 2.3521, 0.8525], [-1.7600, -4.6993, 0.7040], [-2.6136, -3.5004, -0.2977], [-0.1217, -4.1530, 1.1154], [-1.7182, -6.2485, -0.1094], [-2.4042, -4.8526, 1.5637], [4.3728, -5.1702, 1.1057], [4.9125, -4.5685, -0.3578], [5.5356, -6.2988, 1.7935], [2.7222, -5.8149, 0.9718], [4.3240, -4.3547, 1.8374], [0.8649, -0.9490, 4.9799], [-0.6570, -1.9508, 5.2274], [2.0531, -2.0963, 4.4940], [1.5051, -0.0704, 6.4175], [0.6138, -0.1280, 4.3395], [5.3785, 2.4987, 4.6766], [6.1707, 2.4226, 6.2702], [5.0378, 4.1244, 4.1835], [4.0040, 1.4687, 4.7473], [6.1294, 2.0943, 4.0177], [1.4087, -4.5032, -2.3973], [2.3150, -5.8874, -3.0083], [-0.0025, -4.2968, -3.3405], [2.4857, -3.1248, -2.3351], [1.1096, -4.6988, -1.3676]], "forces_ev_per_a": [[1.368, 1.040, 1.464], [-0.344, 0.139, -1.003], [-0.513, -0.493, -0.682], [0.542, 1.139, -0.489], [0.877, 0.455, -0.236], [0.853, -0.159, 0.902], [-0.182, -0.755, 0.497], [-1.105, 0.521, -2.060], [0.696, 0.153, -0.007], [-0.326, -0.354, -0.235], [-1.857, -0.384, -0.505], [-0.054, 0.056, -0.007], [-0.103, -0.545, 0.010], [-1.375, 0.257, 0.051], [0.210, 0.071, 0.739], [-0.039, 0.213, 0.298], [0.970, -1.121, 0.898], [0.141, -0.628, 0.587], [-0.275, -0.488, -0.163], [0.622, -0.074, -0.833], [0.438, 0.227, 0.882], [-0.558, 0.549, 0.905], [-0.248, -2.295, 0.450], [-0.209, -0.853, -0.496], [1.046, 0.035, 1.543], [0.213, 0.749, 0.002], [-0.364, 0.786, -0.508], [0.046, -0.583, -0.131], [0.436, 0.527, 0.134], [0.073, 1.150, -0.031], [-0.752, 0.515, -0.830], [-0.623, -0.302, -1.203], [-0.115, 0.165, -0.229], [-0.122, 0.469, -0.147], [-0.584, -1.020, 0.560], [0.541, 0.817, 1.746], [-0.086, -0.344, 0.465], [-0.503, 1.026, -1.205], [0.648, 0.318, -0.438], [-1.763, -1.077, 0.406], [-0.131, -1.122, 1.211], [-0.813, 0.732, -1.859], [0.179, -0.138, -0.441], [-0.067, 0.347, -0.734], [-0.440, 0.415, -0.360], [0.620, 0.082, 0.996], [1.232, -0.475, -0.064], [-0.049, 0.662, -1.870], [0.168, 0.780, 0.344], [0.726, -0.791, -0.253], [0.529, -0.293, 1.250], [-1.216, 0.023, 1.175], [1.776, 0.536, 2.125], [-2.465, -1.228, -1.281], [0.586, -0.346, 0.658], [1.082, 0.743, -0.559], [-0.168, -1.526, 0.756], [0.640, 0.894, -0.307], [-0.453, -0.538, 0.128], [0.064, -0.337, -0.251], [-0.170, 0.123, -1.585], [0.675, 0.566, -0.508], [-0.379, -0.069, 0.017], [-0.760, 0.345, 0.142], [0.259, 0.514, 0.087], [0.080, 0.269, 0.322], [0.196, 0.513, 0.340], [0.596, -0.833, -1.012], [-2.494, 0.608, -0.639], [1.843, 1.066, 0.993], [-0.059, -0.125, -1.985], [-0.107, -0.978, 0.303], [-1.971, 0.430, -2.242], [2.512, -1.566, 2.875], [-1.846, -0.367, 1.705], [-0.645, 2.691, -0.479], [0.289, -0.533, -0.340], [0.534, 0.224, -0.170], [1.484, -0.750, 1.376], [-0.477, 0.805, -0.376], [0.441, 0.365, 0.240], [0.070, 0.631, -0.910], [-0.005, -0.053, 0.023], [0.835, -1.280, 0.677], [-0.420, -1.097, -0.437], [-0.342, 0.951, 1.293], [-0.310, 0.094, -0.167], [-0.072, 0.953, 0.481], [0.674, -0.802, 1.314], [1.297, 1.127, -0.963], [0.014, -1.389, 0.943], [-0.346, -1.107, -0.981], [1.752, 0.218, -1.180], [-0.169, -0.336, -0.777], [1.272, -0.115, -1.047], [-1.239, -0.359, 0.556], [0.182, 0.645, 0.141], [-0.455, 0.760, -0.769], [-0.237, -0.496, 0.206], [-1.081, 0.515, 0.083], [-0.536, -0.205, 0.724], [-0.372, -0.592, 0.240], [-0.421, -0.346, 1.548], [0.473, -0.196, 0.191], [-0.124, -0.025, -0.674], [0.472, 0.501, -0.029], [0.845, -1.250, 0.194], [0.872, -0.139, 0.149], [0.031, -0.229, 0.703], [0.866, -0.347, -1.128], [0.308, 0.029, -1.200], [0.183, 0.232, -0.343], [-0.819, 0.172, -0.359], [-0.944, -0.023, 0.362], [-0.555, 0.164, -0.077], [0.086, 0.414, -0.087], [-0.600, 0.155, -0.303], [0.323, 0.008, 0.833], [-0.843, 0.913, 0.144], [0.018, -0.638, -0.805], [1.089, -0.720, -1.112], [-1.092, -0.444, 0.773], [-0.111, 0.795, -0.351], [-0.318, -0.483, 0.305], [-0.589, -0.543, -1.074], [1.028, -0.265, 0.146], [-0.195, 2.902, 1.215], [0.480, 0.611, 1.286], [-0.941, 0.336, -0.021], [-0.145, 0.175, 0.006], [0.070, 0.006, -0.358], [0.473, 0.444, 0.265], [0.477, 0.165, 1.028], [-0.610, -0.663, -0.384], [-0.142, -0.853, 0.043], [0.415, -0.602, -0.815], [1.559, -0.109, 3.845], [-1.111, -0.514, -1.709], [-0.285, 0.231, -0.299], [0.227, 0.780, 0.323], [-1.821, -2.494, -1.051], [-0.474, -0.426, -0.234], [-0.253, 0.906, -1.774], [0.699, 0.343, -0.085], [0.181, 0.258, 0.647], [1.037, -0.373, -0.063], [-0.343, -0.374, 0.240], [0.562, 1.029, 0.005], [0.077, 0.597, -0.384], [0.689, 0.942, 0.548], [-1.869, -0.757, 0.550], [0.510, 2.090, -0.041], [0.326, -0.241, 0.261], [-2.080, 0.378, -0.667], [0.281, -0.648, -0.037], [-0.035, -0.593, -0.383], [0.190, 0.165, 0.081], [0.540, -0.983, -0.803], [0.603, -0.524, 0.886], [-0.342, -0.205, -0.102], [0.285, -0.110, -0.280], [0.917, 0.437, 0.071], [1.281, 0.549, -0.540], [0.853, 0.742, 0.164], [0.464, -0.581, 0.597], [-0.158, -1.867, 0.174], [-1.663, 1.048, 0.162], [-0.378, 0.048, 0.136], [-0.393, 0.158, 0.215], [-0.620, 0.050, -0.400], [-0.208, 0.468, 0.557], [-0.038, -0.278, -0.033], [-0.361, -0.043, -0.975], [0.835, 0.015, -0.399], [0.462, -0.181, 0.317], [-0.823, -1.196, 1.228], [-0.770, -0.157, -1.009], [1.156, 0.628, -0.243], [-0.767, 0.420, -0.324], [-0.396, -0.491, -1.245], [-0.419, -0.224, 0.282], [0.698, 1.409, -0.635], [1.145, -0.366, 0.720], [-0.343, -0.244, 0.280], [-0.556, -0.587, 0.423], [-0.019, 0.238, -0.309], [0.823, 1.123, 0.572], [0.305, -0.439, 0.330], [1.571, -0.106, 0.362], [0.785, 0.156, 0.124], [-0.628, 0.096, -1.184], [0.253, 0.573, 1.012], [0.033, -0.342, 0.072], [-0.353, -0.288, -0.218], [-1.028, -0.400, -0.641], [-0.468, 0.157, -0.005], [-0.764, 0.514, 0.140], [0.022, -0.525, 0.840], [0.370, 0.006, 0.018], [0.010, -0.492, 0.135], [0.032, 0.377, -0.439], [-0.727, -0.190, 0.032], [0.889, -0.504, 0.514], [-0.090, 0.534, -0.554], [-0.141, 0.002, -0.279], [0.262, 0.494, 0.336], [1.172, 0.390, -0.433], [-0.517, -0.214, 0.534], [-0.609, -0.502, -0.337], [-0.006, -0.110, 0.250], [0.165, 0.409, 0.000], [-0.431, 0.265, -0.265], [0.153, -0.233, 0.054], [-0.632, -0.094, 0.121], [0.194, -0.325, -0.287], [0.464, 0.204, 0.313], [-0.644, 0.136, 2.226], [0.742, 0.680, -2.139], [-0.051, -0.471, 0.083], [0.257, -0.249, 0.089], [-0.150, -0.311, -0.158], [-0.791, -0.535, 1.174], [0.586, 1.128, 0.278], [0.558, 0.204, -0.673], [-0.640, -0.355, 0.169], [0.066, -0.190, -1.020], [1.131, -0.333, 0.515], [0.192, 0.351, 0.414], [-0.251, 0.450, -0.112], [-0.927, -0.430, -0.385], [-0.170, 0.036, -0.495], [0.639, -0.686, 0.911], [0.182, -0.381, 0.062], [-0.976, 0.560, -0.615], [0.025, 0.661, -0.302], [0.079, -0.097, -0.178]], "mulliken_charge": [-0.665, -0.370, -1.208, 1.249, -0.284, -0.818, 0.312, 0.259, 0.338, 0.140, 0.117, 0.293, 0.247, 0.328, 0.063, 0.208, -0.665, -0.678, -0.404, 0.526, -0.553, -0.045, -0.197, -0.311, 1.048, 0.293, 0.293, 0.250, -0.309, 0.393, 0.262, 0.193, -0.516, -0.482, -0.788, 0.018, 0.071, 0.498, -0.410, -0.339, -0.277, -0.614, 0.296, 0.326, 0.171, 0.381, 0.194, -0.012, 0.246, 0.217, 0.286, -0.394, -0.397, 0.244, -0.615, 0.739, -0.249, -0.373, 0.873, 0.015, 0.280, 0.281, -0.141, 0.500, -0.181, -0.508, 0.363, -0.180, 1.000, 0.822, -0.603, -0.772, 0.542, -0.902, -0.382, 0.311, -0.708, -0.678, 0.837, 0.260, 0.401, 0.085, 0.330, 0.157, -0.500, -0.356, -0.461, 0.367, -0.772, 0.551, -0.818, 0.138, -0.622, 0.286, 0.196, 0.142, 0.333, 0.253, 0.185, 0.139, 0.398, 0.229, -0.849, -0.337, 0.072, -0.765, -0.185, -0.440, 0.786, -0.371, 0.333, 0.268, 0.309, 0.038, 0.242, 0.351, 0.163, -0.140, 0.520, 0.949, 0.001, -0.771, -0.171, 2.672, 0.308, 0.031, 1.392, 0.339, -0.704, -0.564, 0.017, -0.225, -0.893, -0.267, -1.155, 0.044, -0.557, -0.722, -0.416, -0.567, 0.067, 0.120, 0.433, 0.290, 0.423, 0.393, 0.140, 0.614, -0.384, 0.594, -0.700, -0.333, -0.490, -0.014, -0.286, 0.227, 0.310, 0.285, 0.307, 0.140, 0.142, -0.157, 0.983, -0.466, -0.522, -0.381, -0.081, 0.041, -0.571, 0.089, 0.378, 0.338, 0.279, -0.268, 0.163, -0.626, -0.631, -0.258, -0.382, 1.134, 0.363, 0.213, 0.339, 0.283, -0.028, 0.399, -0.857, 0.005, 2.636, 0.222, -0.670, -0.509, 0.255, -1.083, -1.307, -0.295, 0.209, 0.327, 0.265, -0.156, 0.051, 0.345, -0.015, -0.070, -0.147, -0.155, 0.789, -0.220, -0.174, -0.104, -0.486, -0.546, 0.240, 0.115, -0.136, 0.154, 1.655, -0.088, -0.141, -0.069, -1.543, 1.191, -0.131, -0.127, -0.137, -1.050, 1.194, -0.185, -0.108, -0.036, -0.922, 0.450, -0.138, -0.073, 0.093, -0.375], "total_energy_ev": -467870.8956, "spin_multiplicity": 1}